1.
14
Properties=species:S:1:pos:R:3:mulliken_charge:R:1 method="wB97M-V/def2-TZVPD" total_charge=0 gap_ev="7.778 / 7.776" e_tot_ha=-340.6820 lumo_ha="0.0217 / 0.0218" homo_ev="-7.186 / -7.184" e_above_lowest_ev=9.480
C -1.44 0.45 -0.51 -0.020
C 1.33 -1.24 0.50 -0.707
N 0.23 0.67 0.37 -0.342
N 0.07 -0.51 -0.40 -0.334
O 0.81 1.72 -0.46 -0.467
O -2.20 0.01 0.59 -0.506
H 1.04 2.38 0.21 0.362
H -1.51 -0.17 1.25 0.383
H 0.49 -0.47 -1.33 0.299
H -1.83 -0.04 -1.41 0.206
H -1.66 1.49 -0.74 0.271
H 2.24 -0.65 0.54 0.284
H 1.48 -2.14 -0.10 0.322
H 0.96 -1.48 1.49 0.249

---

2.
11
Properties=species:S:1:pos:R:3:mulliken_charge:R:1 method="wB97M-V/def2-TZVPD" total_charge=0 gap_ev=10.499 e_tot_ha=-363.6946 lumo_ha=0.0271 homo_ev=-9.763 e_above_lowest_ev=3.167
C 0.67 0.66 -0.28 0.460
C 1.00 -0.41 0.85 -0.195
H -2.04 0.13 0.49 0.272
H -1.39 -1.25 -0.46 0.348
H -0.84 1.16 -1.63 0.263
H 1.20 0.09 2.13 0.278
H 2.14 -0.71 0.33 0.237
N -1.72 -0.20 -0.44 -0.673
N -0.65 0.74 -0.76 -0.096
O 1.66 1.15 -0.89 -0.607
F -0.03 -1.36 0.66 -0.286

---

3.
86
Properties=species:S:1:pos:R:3:mulliken_charge:R:1 method="wB97M-V/def2-TZVPD" total_charge=+1 gap_ev=10.165 e_tot_ha=-1614.7211 lumo_ha=-0.0686 homo_ev=-12.030 e_above_lowest_ev=0.000
N 26.75 -4.65 -11.56 1.330
H 26.53 -5.14 -10.69 -0.127
H 27.74 -4.54 -11.75 -0.072
H 26.26 -3.75 -11.65 -0.053
H 26.39 -5.17 -12.42 0.192
C 23.57 -2.62 -12.24 -0.501
C 23.82 -3.45 -13.45 -0.337
O 25.22 -3.36 -13.76 -0.472
O 23.91 -3.33 -11.05 -0.341
H 22.53 -2.29 -12.20 0.503
H 24.13 -1.68 -12.29 0.143
H 23.23 -3.10 -14.31 0.492
H 23.52 -4.49 -13.29 0.108
H 25.42 -3.91 -14.51 0.214
H 23.18 -3.24 -10.43 0.264
C 30.16 -3.61 -12.97 -0.490
C 30.17 -5.12 -13.00 -0.235
O 29.52 -5.66 -14.15 -0.532
O 28.83 -3.09 -12.83 -0.213
H 30.60 -3.23 -13.90 0.406
H 30.79 -3.25 -12.15 0.336
H 29.65 -5.51 -12.12 -0.103
H 31.19 -5.50 -12.95 0.372
H 29.85 -5.20 -14.93 0.301
H 28.92 -2.14 -13.05 0.225
C 23.00 -7.13 -9.15 -0.645
C 24.03 -6.20 -9.73 -0.096
O 25.36 -6.53 -9.34 -0.630
O 23.05 -7.10 -7.74 -0.543
H 23.05 -8.14 -9.58 0.278
H 22.00 -6.78 -9.41 0.396
H 23.74 -5.19 -9.40 -0.055
H 24.02 -6.07 -10.82 0.350
H 25.67 -5.97 -8.61 0.445
H 23.95 -7.32 -7.48 0.340
C 26.74 -0.52 -12.28 -1.353
C 28.14 0.12 -12.37 0.125
C 28.98 -0.09 -11.15 -0.479
O 28.28 0.28 -10.01 -0.299
C 29.11 0.54 -8.91 -0.757
N 28.85 -0.36 -13.57 -0.660
H 26.28 -0.18 -11.35 0.481
H 26.76 -1.61 -12.28 0.193
H 26.13 -0.13 -13.09 0.434
H 27.90 1.19 -12.49 0.441
H 29.94 0.45 -11.28 0.417
H 29.34 -1.13 -11.06 0.046
H 28.47 0.82 -8.08 0.263
H 29.80 1.36 -9.14 0.344
H 29.69 -0.36 -8.65 0.244
H 28.21 -0.38 -14.36 0.221
H 29.56 0.31 -13.84 0.266
C 30.33 -4.90 -8.56 -1.398
C 28.89 -5.35 -8.27 0.734
C 27.96 -4.16 -8.20 -0.707
O 26.63 -4.54 -7.91 -0.378
C 25.80 -3.46 -7.56 -0.895
N 28.42 -6.28 -9.33 -0.388
H 30.94 -5.29 -7.74 0.339
H 30.42 -3.82 -8.48 0.282
H 30.71 -5.36 -9.46 0.334
H 28.85 -5.90 -7.32 0.443
H 28.05 -3.61 -9.16 -0.011
H 28.33 -3.42 -7.47 0.496
H 24.76 -3.77 -7.61 0.287
H 25.89 -2.64 -8.29 0.286
H 26.05 -3.08 -6.57 0.346
H 28.84 -7.19 -9.15 0.322
H 27.44 -6.49 -9.15 -0.109
C 24.85 -8.13 -12.77 -1.179
C 26.16 -7.94 -13.51 0.206
C 26.16 -8.66 -14.85 -0.693
O 26.04 -10.04 -14.63 -0.309
C 26.19 -10.79 -15.81 -0.773
N 26.45 -6.49 -13.72 -0.359
H 24.54 -9.18 -12.87 0.471
H 24.05 -7.56 -13.25 0.290
H 24.86 -7.87 -11.72 -0.083
H 26.96 -8.36 -12.89 0.352
H 27.11 -8.44 -15.36 0.425
H 25.30 -8.29 -15.43 0.345
H 27.14 -10.63 -16.32 0.306
H 25.36 -10.61 -16.52 0.319
H 26.07 -11.84 -15.55 0.260
H 27.42 -6.37 -13.99 0.030
H 25.89 -6.22 -14.53 0.232

---

4.
10
Properties=species:S:1:pos:R:3:mulliken_charge:R:1 method="wB97M-V/def2-TZVPD" total_charge=0 gap_ev="8.203 / 8.204" e_tot_ha=-297.4174 lumo_ha="0.0006 / 0.0006" homo_ev="-8.187 / -8.188" e_above_lowest_ev=6.175
H 2.78 -1.31 0.02 0.191
N 2.70 -0.31 -0.08 -0.792
N 1.60 0.26 -0.16 0.221
C 0.38 0.13 -0.17 0.438
C -0.66 1.02 -0.29 -0.332
N -1.70 0.25 0.17 -0.056
N -0.95 -0.92 0.18 -0.505
H -0.69 2.04 -0.67 0.385
H -2.67 0.17 -0.01 0.241
H -0.79 -1.34 1.00 0.210

---

5.
7
Properties=species:S:1:pos:R:3:mulliken_charge:R:1 method="wB97M-V/def2-TZVPD" total_charge=0 gap_ev="8.296 / 8.333" e_tot_ha=-1072.8829 lumo_ha="-0.0215 / -0.0140" homo_ev="-8.882 / -8.713" e_above_lowest_ev=3.856
C 0.95 0.68 -0.41 -0.152
C -1.22 -0.85 0.50 0.106
O -1.82 -1.30 1.41 -0.296
Cl 1.47 1.97 0.57 -0.115
Cl 1.89 -0.77 -0.28 -0.097
H 0.63 0.99 -1.40 0.338
H -1.90 -0.72 -0.39 0.216

---

6.
15
Properties=species:S:1:pos:R:3:mulliken_charge:R:1 method="wB97M-V/def2-TZVPD" total_charge=0 gap_ev=10.729 e_tot_ha=-382.1816 lumo_ha=0.0054 homo_ev=-10.583 e_above_lowest_ev=1.157 smiles=O.O.O.O.O
O 3.18 -0.25 -0.57 -0.622
H 3.36 -0.55 -1.46 0.315
H 3.77 0.50 -0.45 0.316
O -1.38 -1.99 2.06 -0.629
H -0.95 -2.67 1.54 0.295
H -1.53 -1.27 1.43 0.335
O -0.85 0.58 -3.32 -0.618
H 0.05 0.90 -3.21 0.309
H -1.01 0.63 -4.26 0.308
O -0.02 -0.05 0.36 -0.618
H 0.83 -0.32 0.03 0.299
H -0.50 0.26 -0.41 0.325
O -1.99 1.21 2.74 -0.624
H -1.87 2.15 2.90 0.296
H -1.10 0.87 2.61 0.315

---

7.
186
Properties=species:S:1:pos:R:3:mulliken_charge:R:1 method="wB97M-V/def2-TZVPD" total_charge=0 gap_ev=8.580 e_tot_ha=-3438.4233 lumo_ha=0.0148 homo_ev=-8.177 e_above_lowest_ev=0.000
C -2.08 3.93 4.46 -1.079
C -2.64 2.50 4.41 -0.579
C -2.06 1.75 3.20 1.869
C -2.35 2.41 1.93 -0.352
N -2.55 2.90 0.91 -0.372
H -2.61 4.48 5.25 0.482
H -2.28 4.51 3.56 0.315
H -1.04 3.92 4.77 0.071
H -3.73 2.52 4.31 0.252
H -2.40 2.01 5.35 0.446
H -2.59 0.79 3.12 -0.321
H -0.98 1.58 3.26 -0.902
C 0.34 -0.60 1.12 0.512
C 0.33 0.59 0.18 1.229
C 1.21 1.73 0.70 1.046
C 1.33 2.83 -0.28 -0.896
N 1.43 3.69 -1.03 -0.374
H 0.03 -0.39 2.15 0.142
H 1.38 -0.93 1.21 0.102
H -0.26 -1.45 0.80 -1.060
H -0.72 0.91 0.12 -1.065
H 0.65 0.25 -0.81 0.374
H 2.18 1.31 0.97 0.545
H 0.89 2.22 1.62 -0.570
C 4.04 4.69 1.12 -0.573
C 3.32 5.94 0.57 -0.235
C 2.44 6.63 1.61 -0.563
C 1.39 5.71 2.09 0.174
N 0.55 5.04 2.50 -0.354
H 4.72 4.89 1.94 0.392
H 4.67 4.21 0.37 0.222
H 3.25 4.02 1.46 -0.168
H 2.73 5.69 -0.31 0.036
H 4.13 6.58 0.23 0.408
H 1.99 7.54 1.21 0.368
H 2.99 6.84 2.53 0.329
C 1.03 2.05 -4.11 -0.185
C 0.56 1.82 -5.53 -0.383
C 1.45 2.56 -6.53 -0.661
C 1.46 4.02 -6.46 0.259
N 1.53 5.16 -6.40 -0.444
H 1.14 3.10 -3.84 0.189
H 1.93 1.51 -3.82 0.326
H 0.28 1.69 -3.41 -0.375
H -0.47 2.17 -5.66 0.270
H 0.64 0.77 -5.80 0.377
H 1.13 2.31 -7.55 0.356
H 2.48 2.23 -6.44 0.301
C 1.71 -5.37 -1.31 -0.875
C 0.49 -4.72 -1.96 -0.801
C 0.28 -3.25 -1.57 1.266
C 1.51 -2.41 -1.64 -0.125
N 2.44 -1.74 -1.70 -0.493
H 1.77 -5.12 -0.24 0.161
H 2.63 -4.95 -1.73 0.200
H 1.64 -6.44 -1.44 0.456
H -0.44 -5.22 -1.68 0.180
H 0.67 -4.79 -3.03 0.456
H 0.01 -3.18 -0.51 -0.570
H -0.50 -2.73 -2.13 0.327
C -3.29 6.18 -1.96 -1.200
C -2.32 5.58 -2.96 -0.258
C -0.87 5.41 -2.47 1.132
C -0.12 6.62 -2.22 0.085
N 0.48 7.58 -2.08 -0.620
H -3.29 7.27 -1.90 0.464
H -3.23 5.71 -0.98 0.141
H -4.32 5.94 -2.24 0.373
H -2.34 6.14 -3.90 0.418
H -2.66 4.57 -3.22 0.085
H -0.34 4.78 -3.19 -0.222
H -0.86 4.79 -1.57 -0.420
C 5.43 -4.79 1.24 -1.135
C 5.20 -4.16 -0.13 -0.103
C 5.36 -2.61 -0.06 0.242
C 4.63 -1.97 1.01 0.148
N 4.03 -1.45 1.84 -0.388
H 4.57 -4.58 1.88 0.148
H 6.33 -4.42 1.75 0.324
H 5.52 -5.88 1.18 0.434
H 4.18 -4.29 -0.47 -0.404
H 5.90 -4.55 -0.86 0.459
H 5.01 -2.23 -1.02 0.140
H 6.42 -2.33 -0.06 0.081
C -9.81 -5.86 0.06 -0.698
O -9.06 -6.69 0.90 -0.359
C -7.72 -6.90 0.49 -0.561
C -6.85 -5.67 0.68 -0.327
N -5.54 -5.78 0.02 -0.384
C -4.66 -4.74 0.52 -0.318
C -3.26 -4.81 -0.08 -0.093
O -3.28 -4.37 -1.46 -0.511
C -3.13 -2.98 -1.57 0.006
H -9.51 -4.81 0.10 0.270
H -10.85 -5.87 0.39 0.259
H -9.84 -6.25 -0.96 0.301
H -7.74 -7.25 -0.55 0.382
H -7.33 -7.68 1.14 0.320
H -6.72 -5.44 1.75 0.235
H -7.32 -4.77 0.26 0.229
H -5.16 -6.71 0.18 0.264
H -4.66 -4.69 1.61 0.420
H -5.09 -3.77 0.22 -0.110
H -2.99 -5.85 -0.27 0.427
H -2.52 -4.28 0.51 -0.003
H -2.73 -2.70 -2.55 0.618
H -2.36 -2.57 -0.91 -0.544
H -4.01 -2.37 -1.37 0.224
C 11.05 -2.33 -4.71 -0.757
O 9.82 -2.67 -4.08 -0.335
C 9.83 -2.43 -2.68 -0.905
C 8.53 -1.76 -2.28 -0.112
N 8.52 -0.39 -2.78 -0.350
C 7.19 0.22 -2.67 -0.571
C 6.94 0.79 -1.26 -0.436
O 6.01 1.83 -1.23 -0.400
C 4.73 1.53 -1.69 -0.389
H 11.80 -3.09 -4.48 0.303
H 11.38 -1.32 -4.49 0.351
H 10.86 -2.32 -5.79 0.244
H 10.67 -1.80 -2.37 0.425
H 9.93 -3.39 -2.15 0.390
H 8.48 -1.65 -1.19 0.230
H 7.72 -2.42 -2.64 0.226
H 8.83 -0.33 -3.74 0.247
H 6.40 -0.47 -2.99 0.332
H 7.15 1.10 -3.32 0.465
H 7.92 1.08 -0.88 0.444
H 6.59 -0.02 -0.61 0.012
H 4.26 0.69 -1.16 0.127
H 4.70 1.33 -2.77 0.343
H 4.05 2.37 -1.54 0.068
C -2.46 1.28 -2.65 -0.487
O -3.45 0.53 -1.96 -0.039
C -4.79 0.90 -2.29 -0.930
C -5.25 2.24 -1.76 -0.470
N -5.18 2.19 -0.31 0.409
C -5.78 3.38 0.30 -0.316
C -5.72 3.36 1.82 0.105
O -6.79 4.09 2.37 -0.467
C -6.68 4.25 3.75 -0.691
H -2.25 2.23 -2.14 0.117
H -2.81 1.52 -3.66 0.531
H -1.55 0.69 -2.64 -0.159
H -5.37 0.05 -1.90 0.345
H -4.95 0.78 -3.37 0.501
H -6.30 2.29 -2.06 0.578
H -4.73 3.11 -2.18 0.010
H -4.18 2.18 -0.11 -0.492
H -6.75 3.67 -0.11 0.576
H -5.15 4.23 -0.01 -0.151
H -4.78 3.83 2.16 0.058
H -5.73 2.30 2.14 0.196
H -5.94 5.00 4.08 0.277
H -6.39 3.30 4.21 0.251
H -7.63 4.55 4.19 0.304
N 1.95 -3.69 5.16 0.152
C 2.65 -3.65 3.99 -1.116
C 1.75 -3.57 2.95 0.740
C 0.47 -3.74 3.50 -0.577
C 0.61 -3.82 4.87 -1.151
H 2.35 -3.69 6.08 0.191
H 3.72 -3.51 3.97 0.406
H 1.94 -3.38 1.91 0.494
H -0.53 -3.78 3.09 0.404
H -0.18 -3.89 5.60 0.418
N 1.04 -0.07 5.15 0.266
C 2.10 0.03 4.28 -0.571
C 2.41 1.36 4.19 -0.447
C 1.44 2.09 4.94 -0.163
C 0.68 1.16 5.62 -1.087
H 0.61 -0.94 5.39 0.251
H 2.60 -0.83 3.88 0.318
H 3.19 1.80 3.58 0.569
H 1.36 3.16 4.99 0.410
H -0.08 1.29 6.37 0.544
N -5.02 -0.71 1.19 0.372
C -5.40 -1.65 2.11 -0.932
C -4.25 -2.26 2.59 -1.345
C -3.17 -1.70 1.86 1.101
C -3.67 -0.72 1.05 -1.291
H -5.65 -0.13 0.65 0.276
H -6.46 -1.76 2.29 0.553
H -4.26 -3.01 3.36 0.555
H -2.13 -1.97 1.92 0.161
H -3.16 -0.15 0.30 0.459

---

8.
128
Properties=species:S:1:pos:R:3:mulliken_charge:R:1 method="wB97M-V/def2-TZVPD" total_charge=-1 gap_ev=4.946 e_tot_ha=-3687.2621 lumo_ha=0.0660 homo_ev=-3.150 e_above_lowest_ev=1.123
Cs 0.41 -0.36 -0.38 1.155
C 0.16 1.26 4.98 -1.038
N 0.74 2.13 3.97 0.399
C 0.80 3.55 4.25 -1.138
C 1.11 1.59 2.77 0.503
O 1.06 0.40 2.53 -0.436
C 1.57 2.61 1.74 -1.133
O 2.02 1.92 0.60 0.390
C 2.44 2.77 -0.43 -1.156
C 2.59 1.92 -1.70 0.420
O 2.39 0.72 -1.65 -0.610
N 2.92 2.57 -2.84 0.276
C 3.27 3.97 -2.93 -1.055
C 3.09 1.80 -4.06 -0.816
H -0.87 1.55 5.17 0.299
H 0.73 1.31 5.91 0.384
H 0.18 0.24 4.60 0.207
H 0.28 3.73 5.18 0.372
H 0.29 4.13 3.47 0.347
H 1.82 3.91 4.36 0.347
H 2.37 3.24 2.15 0.365
H 0.71 3.26 1.49 0.451
H 3.40 3.24 -0.19 0.411
H 1.70 3.56 -0.61 0.514
H 3.03 4.49 -2.01 0.379
H 2.72 4.44 -3.74 0.337
H 4.34 4.09 -3.12 0.306
H 2.71 0.80 -3.90 -0.024
H 4.15 1.73 -4.33 0.325
H 2.55 2.28 -4.88 0.355
C -0.36 -0.22 -6.01 -1.117
C -1.22 -1.16 -6.81 1.617
C -1.59 -0.84 -8.11 -0.683
C -2.32 -1.70 -8.91 -0.670
C -2.71 -2.93 -8.39 -0.615
C -2.39 -3.26 -7.09 -0.805
C -1.65 -2.39 -6.29 -0.183
N -1.31 -2.78 -4.98 0.444
C -1.61 -2.06 -3.81 -0.125
N -2.54 -1.09 -4.00 0.106
C -2.84 0.11 -3.26 -1.417
C -2.05 0.50 -2.18 1.100
C -2.47 1.72 -1.62 -0.494
C -3.56 2.46 -2.07 -0.931
C -4.29 2.01 -3.15 -0.835
C -3.94 0.81 -3.77 0.938
C -4.75 0.32 -4.95 -1.457
N -1.07 -2.38 -2.69 -0.062
C -0.09 -3.37 -2.67 -0.795
C 1.22 -3.11 -3.10 0.472
C 2.20 -4.09 -3.02 -0.699
C 1.89 -5.35 -2.52 -0.868
C 0.60 -5.61 -2.10 -0.381
C -0.41 -4.65 -2.16 0.446
C -1.81 -4.93 -1.70 -1.209
H 0.27 0.37 -6.67 0.567
H 0.27 -0.77 -5.31 -0.089
H -0.96 0.47 -5.41 0.185
H -1.26 0.11 -8.52 0.410
H -2.58 -1.43 -9.92 0.395
H -3.28 -3.63 -9.00 0.376
H -2.71 -4.21 -6.67 0.445
H -1.08 -3.74 -4.84 0.283
H -3.01 -1.17 -4.88 0.042
H -1.94 2.11 -0.75 0.246
H -3.84 3.39 -1.58 0.371
H -5.14 2.57 -3.52 0.260
H -5.58 1.00 -5.16 0.374
H -5.17 -0.67 -4.77 0.336
H -4.15 0.25 -5.87 0.272
H 1.45 -2.13 -3.48 0.431
H 3.21 -3.86 -3.34 0.440
H 2.66 -6.11 -2.45 0.382
H 0.35 -6.59 -1.71 0.303
H -1.91 -5.98 -1.42 0.360
H -2.54 -4.70 -2.48 0.330
H -2.07 -4.32 -0.84 0.235
C -3.10 4.48 5.26 -0.995
C -3.17 4.54 3.73 -0.515
C -2.88 3.22 3.09 0.381
N -1.87 2.99 2.33 -0.358
N -1.79 1.71 1.87 0.167
C -2.77 0.97 2.28 0.286
N -2.95 -0.32 1.92 -0.309
S -3.90 1.82 3.30 -0.296
H -3.29 5.47 5.69 0.384
H -2.12 4.14 5.59 0.167
H -3.85 3.79 5.66 0.332
H -2.43 5.24 3.34 0.261
H -4.15 4.90 3.41 0.330
H -2.17 -0.76 1.45 -0.034
H -3.47 -0.93 2.52 0.249
S -1.70 -3.82 2.24 -0.493
C -0.04 -4.17 2.25 0.170
N 0.63 -4.44 1.12 0.302
C 2.06 -4.72 1.07 0.055
C 2.76 -4.05 2.24 0.854
C 2.08 -4.46 3.52 -0.868
N 0.64 -4.23 3.41 -0.100
H 0.09 -4.39 0.27 -0.297
H 2.45 -4.35 0.12 -0.125
H 2.22 -5.80 1.09 0.105
H 2.71 -2.97 2.12 -0.224
H 3.81 -4.32 2.25 -0.360
H 2.45 -3.87 4.36 0.456
H 2.26 -5.52 3.75 0.263
H 0.10 -3.98 4.22 0.225
C 7.69 -6.41 1.67 -1.546
C 6.99 -5.09 1.50 0.686
C 6.87 -4.20 2.56 -0.951
C 6.23 -2.96 2.42 1.119
C 6.11 -2.08 3.63 -1.758
C 5.69 -2.58 1.18 -0.516
Te 4.57 -0.79 0.96 -0.050
C 5.82 -3.48 0.10 1.396
C 5.27 -3.16 -1.26 -1.532
C 6.46 -4.71 0.28 -1.086
H 7.84 -6.65 2.72 0.351
H 8.67 -6.41 1.19 0.311
H 7.12 -7.22 1.22 0.336
H 7.27 -4.47 3.53 0.207
H 6.48 -2.59 4.52 0.371
H 5.08 -1.77 3.78 0.274
H 6.67 -1.15 3.48 0.310
H 4.21 -2.91 -1.20 0.198
H 5.41 -3.99 -1.95 0.385
H 5.75 -2.26 -1.67 0.361
H 6.54 -5.38 -0.57 0.254

---

9.
17
Properties=species:S:1:pos:R:3:mulliken_charge:R:1 method="wB97M-V/def2-TZVPD" total_charge=+1 gap_ev=10.232 e_tot_ha=-268.2293 lumo_ha=-0.1320 homo_ev=-13.824 e_above_lowest_ev=2.057 smiles="CC/C([NH3+])=C/N"
C -1.11 -1.11 -1.70 -1.091
C -0.53 -1.27 -0.26 -0.506
C 0.02 -0.02 0.32 0.005
N 1.24 0.47 -0.36 -0.257
C -0.13 0.60 1.51 -0.111
N 0.57 1.79 1.81 -0.554
H -1.62 -0.11 -1.91 0.314
H -0.34 -1.26 -2.47 0.353
H -1.84 -1.94 -1.90 0.334
H -1.34 -1.54 0.47 0.319
H 0.12 -2.23 -0.32 0.260
H 2.06 0.27 0.20 0.335
H 1.47 0.05 -1.31 0.365
H 1.11 1.51 -0.55 0.389
H -0.88 0.26 2.25 0.359
H 1.12 1.84 2.68 0.239
H 0.09 2.69 1.55 0.247

---

10.
14
Properties=species:S:1:pos:R:3:mulliken_charge:R:1 method="wB97M-V/def2-TZVPD" total_charge=0 gap_ev="6.022 / 7.982" e_tot_ha=-411.9219 lumo_ha="0.0301 / -0.0205" homo_ev="-5.204 / -8.541" s2=2.015 e_above_lowest_ev=1.644 multiplicity=3
C 0.60 0.91 0.05 -0.024
C 1.67 0.03 0.01 0.033
C -2.74 -0.46 0.11 -0.580
N -0.10 -1.25 -0.22 -0.525
N -1.68 0.45 0.21 -0.882
N -0.51 0.07 -0.02 1.081
N 3.04 0.27 0.10 -0.502
O 1.22 -1.25 -0.25 -0.195
H 0.57 2.01 0.12 0.328
H -2.51 -1.29 -0.53 0.344
H -3.00 -0.79 1.15 0.221
H -3.60 0.20 -0.39 0.219
H 3.86 -0.16 -0.40 0.253
H 3.19 1.27 0.06 0.227

---

Molecular weight: 92.098; 92.073; 471.657; 84.082; 112.943; 90.075; 1084.595; 1141.735; 87.146; 114.108 (g/mol)